P | The following is a DFT calculation (the ωB97M-V functional and the def2-TZVPD basis) of a molecular structure, C6H11NO.

XYZ file:
```
19
Properties=species:S:1:pos:R:3:mulliken_charge:R:1
C 2.24167 -0.61854 -0.02768 -1.059
C -0.02477 -1.26437 0.10052 -0.722
C -1.45286 -0.72161 -0.37636 -0.519
C -1.80210 0.53943 0.36945 -0.554
C -0.81310 1.64377 -0.14929 -0.167
C 0.61728 1.14311 0.01292 0.150
H 2.73304 -0.09624 0.79484 0.330
H 2.81326 -0.38700 -0.90112 0.295
H 2.26032 -1.79165 0.38131 0.360
H 0.28270 -2.21757 -0.50075 0.349
H 0.12347 -1.27753 1.57147 0.295
H -1.36863 -0.65978 -1.60430 0.291
H -1.95308 -1.78167 0.02707 0.294
H -1.38323 0.57221 1.40171 0.311
H -2.90406 0.51954 0.00088 0.268
H -1.19130 2.77333 0.46649 0.231
H -0.66818 1.85621 -1.43552 0.216
N 0.96752 -0.23447 -0.10690 0.256
O 1.52206 2.00284 -0.02473 -0.623
```

Calculated values
E_HOMO: -8.837 eV
Spin multiplicity: 1
Net charge: 0

***

Q | The following is a DFT calculation (the ωB97M-V functional and the def2-TZVPD basis) of 2 unconnected molecules or ions with the total composition C6H11NO.

XYZ file:
```
19
Properties=species:S:1:pos:R:3:mulliken_charge:R:1
C 2.54467 -0.69147 0.66567 -1.122
C 1.29561 -0.76613 -0.22777 -0.457
C 0.39308 0.42310 -0.21016 0.571
C -0.09922 1.25093 -1.25587 -0.687
C -0.93898 2.17129 -0.66659 -0.434
N -0.99101 1.93258 0.66382 -0.023
C -0.19882 0.84163 0.94724 -0.819
H 2.60854 0.28119 1.16024 0.384
H 2.52075 -1.46704 1.42288 0.270
H 3.48907 -0.81369 0.12171 0.303
H 1.59382 -1.05902 -1.23126 0.341
H 0.74975 -1.65872 0.07469 0.282
H -0.04100 1.17395 -2.33207 0.373
H -1.28245 3.04866 -1.20406 0.388
H -1.43020 2.49738 1.37394 0.199
H -0.09211 0.50011 1.96082 0.436
O -3.37478 -2.82465 -0.68925 -0.647
H -3.84755 -2.85530 0.14488 0.316
H -2.89918 -1.98479 -0.71887 0.327
```

Calculated values
E_HOMO: -8.236 eV
SMILES string: CCc1cc[nH]c1.O
Spin multiplicity: 1
Net charge: 0

***

R | The following is a DFT calculation (the ωB97M-V functional and the def2-TZVPD basis) of 2 unconnected molecules or ions with the total composition C6H11NO.

XYZ file:
```
19
Properties=species:S:1:pos:R:3:mulliken_charge:R:1
H 0.70170 0.45134 2.71954 0.233
N 0.69851 -0.50807 2.36740 -0.776
C 0.96374 -0.57628 1.12712 1.030
C 0.91680 -1.91690 0.45384 -1.219
C 1.07470 0.61661 0.24364 -0.121
C 1.80785 0.62636 -0.91184 -0.952
H 1.87786 -2.12952 -0.01772 0.323
H 0.14901 -1.90236 -0.32408 0.254
H 0.67777 -2.68684 1.18558 0.363
H 1.06969 1.55455 0.81208 0.317
H 1.85232 -0.25372 -1.52667 0.254
H 2.14491 1.55332 -1.34486 0.289
C -2.39606 0.17114 -0.97227 -0.405
C -1.79886 1.32930 -0.38829 -0.273
O -0.67290 0.44268 -0.84708 -0.270
H -2.72236 -0.64710 -0.34515 0.247
H -2.79012 0.21667 -1.98789 0.236
H -1.75813 1.39688 0.70244 0.230
H -1.79644 2.26194 -0.94581 0.240
```

Calculated values
E_HOMO: -8.454 eV
SMILES string: [H]/N=C(/C)C=C.C1CO1
Spin multiplicity: 1
Net charge: 0

***

S | The following is a DFT calculation (the ωB97M-V functional and the def2-TZVPD basis) of 2 unconnected molecules or ions with the total composition C6H11NO.

XYZ file:
```
19
Properties=species:S:1:pos:R:3:mulliken_charge:R:1
C 1.33403 -1.52897 -0.40300 -1.206
C 0.58636 -0.23129 -0.45620 -0.028
C 1.00517 0.93533 -1.06115 -0.675
N -0.09304 1.75410 -1.21738 -0.029
C -1.20032 1.16116 -0.66959 -0.850
C -0.81633 -0.06769 -0.19320 1.352
C -1.72187 -0.97530 0.56783 -1.455
H 1.75686 -1.73750 -1.38476 0.305
H 0.66339 -2.27380 0.03194 0.256
H 2.17141 -1.45079 0.28137 0.314
H 1.87965 1.23260 -1.61248 0.405
H -0.11496 2.72010 -1.48493 0.183
H -2.18352 1.59830 -0.62406 0.402
H -2.43523 -1.45070 -0.14386 0.322
H -1.26379 -1.84809 1.03665 0.337
H -2.35450 -0.40445 1.23024 0.335
O 1.00200 1.13011 2.32558 -0.669
H 1.01051 0.18445 2.38054 0.303
H 0.77419 1.25243 1.39644 0.397
```

Calculated values
E_HOMO: -8.331 eV
SMILES string: Cc1c[nH]cc1C.O
Spin multiplicity: 1
Net charge: 0

***

S (0.0079 hartree below the next structure)

***

P | The following is a DFT calculation (the ωB97M-V functional and the def2-TZVPD basis) of C6H11NO in the gas phase.

XYZ file:
```
19
Properties=species:S:1:pos:R:3:mulliken_charge:R:1
C -1.45890 -2.81886 1.06504 -0.830
C -1.04110 -1.57456 0.86781 -0.072
C 0.15666 -1.18728 0.05530 -0.469
C 0.07182 0.08793 -0.77957 -0.836
C 0.87735 1.28661 -0.22436 0.253
N 1.62165 2.05545 -1.20766 -0.651
C -0.09474 2.22099 0.47010 -0.097
O -0.47868 3.25488 -0.00012 -0.491
H -1.02664 -3.63468 0.50197 0.273
H -2.28982 -3.02631 1.73296 0.253
H -1.59477 -0.78635 1.37519 0.205
H 0.47543 -2.08500 -0.48876 0.348
H 1.00060 -1.16300 0.76945 0.315
H 0.44688 -0.11148 -1.77670 0.279
H -0.98602 0.35213 -0.85764 0.458
H 1.60247 0.95216 0.51978 0.284
H 2.09333 1.49795 -1.90059 0.217
H 1.10238 2.84556 -1.55987 0.222
H -0.47790 1.83387 1.43768 0.340
```

Calculated values
E_HOMO: -9.273 eV
SMILES string: C=CCC[C@@H](N)C=O
Spin multiplicity: 1
Net charge: 0

***

Q | The following is a DFT calculation (the ωB97M-V functional and the def2-TZVPD basis) of a molecular structure, C6H11NO.

XYZ file:
```
19
Properties=species:S:1:pos:R:3:mulliken_charge:R:1
C 0.02161 1.14128 0.67666 0.205
C -1.62032 -1.92316 -0.65724 -0.958
C -0.19542 2.27908 -0.27962 -1.339
C 1.23338 -0.10338 0.12972 0.524
C -0.76668 -0.06735 0.51231 -0.215
C 2.05770 -0.73705 0.95983 -0.956
O 1.53611 0.08952 -1.17258 -0.562
N -0.95060 -0.65635 -0.65396 -0.431
H 0.70044 0.02234 -1.65548 0.431
H 0.23085 1.40002 1.71118 0.368
H -1.05017 -0.57486 1.43766 0.432
H -2.36344 -2.03870 0.14233 0.315
H -0.88082 -2.73461 -0.58782 0.302
H -2.16739 -2.02007 -1.60032 0.292
H 0.75534 2.78844 -0.45771 0.316
H -0.53723 1.95776 -1.26038 0.324
H -0.92534 2.98326 0.11769 0.380
H 1.88850 -0.76958 2.02368 0.259
H 3.03348 -1.03659 0.61403 0.311
```

Calculated values
E_HOMO: -8.221 eV
Spin multiplicity: 1
Net charge: 0

***

R | The following is a DFT calculation (the ωB97M-V functional and the def2-TZVPD basis) of 3 unconnected molecules or ions with the total composition C6H11NO.

XYZ file:
```
19
Properties=species:S:1:pos:R:3:mulliken_charge:R:1
C 1.54649 1.70347 0.62224 -0.459
N 0.81963 1.89896 -0.45752 -0.090
O 0.74185 1.41296 1.67647 -0.370
C 2.66480 -0.96599 0.40689 -0.117
C 2.41357 -2.13355 0.31632 -0.757
H 1.31123 1.14605 2.41557 0.381
H 2.79378 0.11561 0.46416 0.602
H 1.27032 2.08894 -1.33554 0.235
H -0.19924 1.86179 -0.45049 0.203
H 2.26477 -3.16800 0.18781 0.377
C -1.72077 -0.71028 0.67095 -0.696
C -2.16478 -0.18490 -0.65230 -0.031
C -1.46186 -0.27035 -1.76704 -0.759
H -3.15624 0.25396 -0.66752 0.279
H -0.72602 -1.14686 0.59740 0.116
H -1.69561 0.09764 1.40216 0.193
H -2.43301 -1.44169 1.05530 0.351
H -0.46212 -0.68055 -1.77602 0.266
H -1.80681 0.12280 -2.70882 0.275
```

Calculated values
E_HOMO: -8.838 eV
Spin multiplicity: 1
Net charge: 0

***

S | The following is a DFT calculation (the ωB97M-V functional and the def2-TZVPD basis) of a molecular structure, C6H11NO.

XYZ file:
```
19
Properties=species:S:1:pos:R:3:mulliken_charge:R:1
C 0.43004 -1.55387 -1.15600 -1.527
C -0.05927 -0.79434 0.05932 1.372
C -0.90497 0.47062 -0.30085 -0.620
C -0.58134 -1.45282 1.17760 -1.119
C -1.54830 0.65208 -1.46951 -0.649
H -1.39543 0.87950 0.58254 0.294
H 0.85876 -0.88046 -1.90083 0.358
H -0.38533 -2.10207 -1.62462 0.336
H 1.21443 -2.23370 -0.82796 0.386
H -1.64632 -1.50216 1.34858 0.305
H 0.06754 -1.70441 2.00158 0.287
H -2.48133 1.19504 -1.52348 0.265
H -1.22662 0.17492 -2.38408 0.258
N 1.11677 1.91284 1.53258 -0.317
C 1.42028 1.10972 0.48894 -0.011
O 1.55520 -0.15451 0.71232 -0.491
H 0.50204 1.48542 2.21688 0.278
H 1.10493 2.91042 1.40075 0.225
H 1.95891 1.58777 -0.33376 0.369
```

Calculated values
E_HOMO (spin up / spin down): -6.273 / -6.254 eV
Spin multiplicity: 1
Net charge: 0

***

P (0.0694 hartree below the next structure)

***

P | The following is a DFT calculation (the ωB97M-V functional and the def2-TZVPD basis) of C6H11NO in the gas phase.

XYZ file:
```
19
Properties=species:S:1:pos:R:3:mulliken_charge:R:1
H -1.63609 -0.83280 1.79538 0.341
N -1.06009 0.01629 1.86063 -0.692
C -0.29022 0.08059 0.83026 0.178
C -0.23529 -0.97048 -0.24880 0.939
C -1.39307 -1.19785 -0.91621 -1.032
C 0.86570 -1.98830 -0.21223 -1.383
C 0.52840 1.31597 0.50497 0.249
C -0.21439 2.33420 -0.32923 -1.428
O 1.65843 0.72938 -0.33403 -0.599
H -2.26440 -0.56202 -0.79672 0.320
H -1.54387 -2.09976 -1.49960 0.319
H 1.59273 -1.76766 -0.99879 0.284
H 1.40472 -1.99038 0.73967 0.301
H 0.49260 -2.99953 -0.40152 0.443
H 0.94261 1.75769 1.41413 0.360
H 0.42269 3.20015 -0.53331 0.360
H -0.49283 1.92042 -1.30328 0.342
H -1.13497 2.65586 0.17025 0.366
H 2.35736 0.39823 0.25844 0.333
```

Calculated values
E_HOMO: -9.419 eV
SMILES string: [H]/N=C(\C(=C)C)[C@H](C)O
Spin multiplicity: 1
Net charge: 0

***

Q | The following is a DFT calculation (the ωB97M-V functional and the def2-TZVPD basis) of C6H11NO in the gas phase.

XYZ file:
```
19
Properties=species:S:1:pos:R:3:mulliken_charge:R:1
H 2.94907 1.64257 -1.37508 0.262
N 2.43945 1.29932 -0.56245 -0.572
C 2.04273 0.10347 -0.56949 0.089
C 1.15456 -0.60544 0.34395 0.190
O 1.45297 -1.56880 1.03791 -0.573
C -0.45628 -0.09952 0.12515 1.577
C -0.87141 0.89885 -0.92256 -1.555
C -1.16679 -1.44172 -0.04955 -1.692
C -0.69197 0.48422 1.57677 -1.419
H 2.29358 -0.73048 -1.25999 0.318
H -0.13911 1.66274 -1.08622 0.454
H -1.04130 0.36942 -1.94082 0.283
H -1.80477 1.36332 -0.71583 0.420
H -2.16763 -1.60140 0.31541 0.357
H -0.53168 -2.09111 0.51768 0.479
H -1.21259 -1.78523 -1.09085 0.331
H -1.44561 1.30343 1.37614 0.358
H -0.94935 -0.32813 2.24973 0.378
H 0.14613 1.12450 2.03012 0.317
```

Calculated values
E_HOMO: -9.253 eV
SMILES string: [H]/N=C/C(=O)C(C)(C)C
Spin multiplicity: 1
Net charge: 0

***

R | The following is a DFT calculation (the ωB97M-V functional and the def2-TZVPD basis) of 3 unconnected molecules or ions with the total composition C6H11NO.

XYZ file:
```
19
Properties=species:S:1:pos:R:3:mulliken_charge:R:1
C 0.88684 -0.40306 0.26726 0.248
C 0.19360 0.66985 -0.12801 -0.316
C 0.86238 -0.18105 -1.20195 -0.422
C -2.92453 -0.51739 -0.62545 -1.063
C 2.13390 1.69175 0.37008 -1.354
C -1.68967 -0.67150 0.25708 0.407
N 1.16617 -1.23396 1.24541 -0.383
O -1.77955 -1.08033 1.39228 -0.537
H -0.41320 1.52014 0.11398 0.429
H 0.57816 -1.19073 2.06844 0.260
H 1.60242 -2.11623 1.03314 0.215
H 1.75437 0.18581 -1.69730 0.253
H 0.23712 -0.84277 -1.79409 0.226
H -2.83432 -1.20393 -1.47186 0.268
H -3.84801 -0.72740 -0.07428 0.343
H -2.95118 0.49325 -1.04066 0.259
H 3.04822 1.10812 0.30087 0.366
H 2.05970 2.46305 -0.39153 0.383
H 1.91758 2.03636 1.37659 0.418
```

Calculated values
E_HOMO (spin up / spin down): -6.438 / -5.958 eV
Spin multiplicity: 1
Net charge: 0

***

S | The following is a DFT calculation (the ωB97M-V functional and the def2-TZVPD basis) of C6H11NO in the gas phase.

XYZ file:
```
19
Properties=species:S:1:pos:R:3:mulliken_charge:R:1
C -0.40088 0.28976 -0.20429 1.577
C 0.45666 0.56728 0.91825 -0.783
C -1.38069 -0.86714 -0.04788 -1.645
C 0.60751 -0.27552 2.13460 -1.341
N -0.98927 1.46482 -0.78363 -0.632
O 1.97507 -0.29907 -0.40209 -0.546
C 0.96573 -0.26483 -1.39987 -0.155
C 1.05645 -0.45934 -2.63238 -0.405
H 2.43006 0.56751 -0.38539 0.371
H 0.83361 1.58133 0.97369 0.600
H -1.26466 1.33962 -1.74895 0.287
H -1.73277 1.89461 -0.24994 0.210
H -2.04096 -0.73546 0.81172 0.349
H -1.97546 -0.96178 -0.95518 0.401
H -0.84842 -1.81019 0.07834 0.380
H 1.53616 -0.05010 2.65727 0.368
H 0.56759 -1.33684 1.89580 0.331
H -0.21904 -0.06732 2.82417 0.323
H 0.42331 -0.57733 -3.48423 0.311
```

Calculated values
E_HOMO (spin up / spin down): -7.491 / -7.932 eV
Spin multiplicity: 1
Net charge: 0

***

P (0.0254 hartree below the next structure)

***

P | The following is a DFT calculation (the ωB97M-V functional and the def2-TZVPD basis) of C6H11NO in the gas phase.

XYZ file:
```
19
Properties=species:S:1:pos:R:3:mulliken_charge:R:1
C -2.19360 -2.75725 -0.93079 -0.855
C -1.44160 -1.96929 -0.18064 -0.089
C -0.40242 -1.01820 -0.75681 -0.371
C 0.02718 0.04912 0.24127 -0.604
N 1.40780 0.47881 0.00338 -0.161
C 1.92696 1.65271 0.50068 0.616
C 0.96824 2.77780 0.77712 -1.097
O 3.11922 1.74268 0.72199 -0.626
H -2.94076 -3.42162 -0.50682 0.252
H -2.20233 -2.80391 -2.00906 0.271
H -1.56329 -2.01370 0.88889 0.252
H 0.43795 -1.64317 -1.05927 0.291
H -0.80807 -0.60361 -1.67783 0.356
H -0.62794 0.90765 0.09902 0.286
H -0.07864 -0.29177 1.27457 0.281
H 2.08280 -0.26875 0.11456 0.250
H 1.57990 3.61709 1.10798 0.302
H 0.46297 3.10341 -0.13116 0.320
H 0.24563 2.46200 1.52290 0.325
```

Calculated values
E_HOMO: -9.590 eV
SMILES string: C=CCCNC(C)=O
Spin multiplicity: 1
Net charge: 0

***

Q | The following is a DFT calculation (the ωB97M-V functional and the def2-TZVPD basis) of a molecular structure, C6H11NO.

XYZ file:
```
19
Properties=species:S:1:pos:R:3:mulliken_charge:R:1
C 0.09997 -0.84239 -0.00960 0.132
C -2.46944 0.55209 0.72154 -1.042
C 2.46080 -0.18777 -0.68797 -1.298
C -1.79157 -0.37807 -0.26248 0.492
C 0.64314 0.36948 -0.47941 0.391
N 0.28778 -1.24162 1.32778 -0.465
C 0.46615 1.63696 -0.79831 -0.852
O -2.42919 -1.01508 -1.07325 -0.552
H 0.16556 -1.66155 -0.72524 0.279
H 0.14313 -2.23512 1.46495 0.246
H 1.14522 -0.91563 1.75668 0.214
H -2.37773 1.58348 0.37302 0.248
H -3.52451 0.28530 0.84077 0.360
H -1.98629 0.46969 1.69732 0.287
H 2.77482 0.23945 -1.64020 0.417
H 2.99185 0.26215 0.15113 0.326
H 2.60617 -1.26794 -0.70026 0.337
H -0.50413 2.11627 -0.79013 0.193
H 1.29826 2.23030 -1.16634 0.286
```

Calculated values
E_HOMO: -7.657 eV
Spin multiplicity: 1
Net charge: 0

***

R | The following is a DFT calculation (the ωB97M-V functional and the def2-TZVPD basis) of C6H11NO in the gas phase.

XYZ file:
```
19
Properties=species:S:1:pos:R:3:mulliken_charge:R:1
C -0.40995 -1.59311 -1.06583 -1.331
C 0.46925 -0.34867 -0.74372 0.085
C 1.31973 -0.52406 0.47124 -0.772
C 0.73893 0.29777 1.67006 -0.560
C -0.51577 0.93371 1.06180 -0.644
N -0.42244 0.76453 -0.38987 0.087
C -1.21587 1.42170 -1.26923 0.013
O -1.30279 1.10440 -2.43634 -0.571
H 0.03912 -2.23871 -1.82312 0.347
H -0.71250 -2.05159 -0.12923 0.369
H -1.26657 -1.17547 -1.60450 0.313
H 1.08139 -0.18523 -1.63789 0.392
H 1.42236 -1.54657 0.84674 0.311
H 2.34688 -0.20825 0.42806 0.326
H 1.45562 1.04202 2.04246 0.258
H 0.62114 -0.25156 2.60811 0.313
H -0.57743 1.99770 1.31649 0.442
H -1.31721 0.30501 1.43523 0.270
H -1.75388 2.25639 -0.78047 0.352
```

Calculated values
E_HOMO: -9.204 eV
SMILES string: C[C@@H]1CCCN1C=O
Spin multiplicity: 1
Net charge: 0

***

R (0.0050 hartree below the next structure)